# 1
Here is an isolated molecule of C6H9NO at a distorted geometry from the Open Molecules 2025 dataset. Energies are from ωB97M-V with the def2-TZVPD basis set.

Results
ΔE to the lowest compared entry with this formula, charge and spin: 217.2 kJ/mol
Maximum force: 3.80 eV/A
Structure (SMILES): [H]/N=C(/C(=C)C)C(C)=O
HOMO energy: -9.64 eV
Molar mass: 111.14 g mol⁻¹
E_LUMO: -0.04 eV

Positions of all 17 atoms, in Å:
O 0.48 -1.95 1.98
N -1.81 -0.38 0.97
C -0.55 -0.04 -0.93
C -0.65 -0.49 0.45
C -1.19 1.28 -1.11
C 0.49 -0.99 1.23
C 0.23 -0.67 -1.84
C 1.68 -0.01 1.20
H 0.88 -1.56 -1.56
H 1.89 0.12 2.26
H 2.58 -0.38 0.78
H 1.44 0.92 0.80
H -0.64 1.97 -0.57
H -1.22 1.57 -2.16
H -2.18 1.14 -0.83
H -1.91 -0.46 1.94
H 0.48 -0.05 -2.62


# 2
Here is a structure of composition C31H33BN13PSTi at a distorted geometry from the Open Molecules 2025 dataset. Energies are from ωB97M-V with the def2-TZVPD basis set.

Results
Spin multiplicity: 2
Total charge: +1
Maximum force: 2.93 eV/A
HOMO energy (spin up / spin down): -9.51 / -9.50 eV
Molar mass: 709.42 g mol⁻¹
E_LUMO (spin up / spin down): -2.47 / -2.71 eV

Positions of all 81 atoms, in Å:
Ti 0.03 0.56 -0.26
S -0.89 0.28 -2.52
P 3.60 0.66 0.31
N -1.01 1.40 2.50
N 1.48 -0.49 1.74
N -2.01 -0.64 1.51
N -1.70 1.84 -0.25
N 1.38 1.92 -0.87
N -1.04 -0.92 0.64
N 1.49 -0.72 -0.96
N -0.02 1.73 1.66
N 3.07 0.33 3.05
N 3.27 3.06 -1.08
N -1.79 -2.57 -1.91
N 3.51 -1.32 -1.65
N -2.61 1.67 0.71
C -2.11 2.86 -1.00
C 4.94 -1.37 -1.73
C 2.40 3.55 -2.00
C -3.36 -4.34 -1.62
C -3.60 2.57 0.58
C -2.44 -1.76 2.09
C 0.45 2.54 3.69
C 4.21 1.10 3.46
C -2.80 -1.69 -2.07
C -5.21 -1.19 -2.21
C 2.60 -2.02 -2.38
C 2.60 0.21 1.77
C -0.91 -4.80 -1.59
C -0.76 1.88 3.73
C -2.53 -0.32 -2.32
C 1.37 -1.65 -1.95
C 2.81 -0.54 -0.78
C 1.22 -0.82 3.03
C -4.41 -3.48 -1.76
C -3.32 3.36 -0.51
C -4.16 -2.11 -2.01
C 4.59 3.56 -0.81
C -1.71 -2.82 1.59
C 0.87 2.42 2.36
C -4.92 0.12 -2.47
C 2.19 -0.32 3.85
C 1.24 2.85 -1.87
C -3.59 0.54 -2.55
C 2.63 2.07 -0.39
C -2.05 -3.84 -1.72
C -0.83 -2.23 0.69
B -2.32 0.80 1.93
H -1.44 1.72 4.54
H -3.20 0.83 2.73
H -1.03 -5.41 -0.69
H 4.55 4.44 -0.17
H 5.23 -2.15 -2.43
H 2.90 -2.72 -3.14
H 2.67 4.34 -2.67
H -3.52 -5.39 -1.43
H 4.20 2.07 2.96
H -3.39 1.57 -2.82
H 0.36 2.89 -2.47
H 5.14 0.58 3.21
H 5.17 2.78 -0.32
H 2.32 -0.38 4.91
H 5.36 -1.61 -0.75
H -0.07 -2.70 0.08
H -1.56 3.19 -1.86
H -6.23 -1.55 -2.17
H -4.43 2.58 1.25
H 0.35 -1.40 3.30
H 0.04 -4.28 -1.57
H 0.96 3.04 4.49
H -0.91 -5.48 -2.44
H 0.40 -1.99 -2.28
H 1.75 2.82 1.90
H -5.43 -3.82 -1.68
H 5.35 -0.42 -2.07
H -5.71 0.83 -2.62
H 5.09 3.83 -1.75
H 4.17 1.26 4.53
H -3.89 4.17 -0.89
H -1.80 -3.85 1.86
H -3.23 -1.74 2.82


# 3
Here is an isolated molecule of C6H7ClO at a distorted geometry from the Open Molecules 2025 dataset. Energies are from ωB97M-V with the def2-TZVPD basis set.

Results
ΔE to the lowest compared entry with this formula, charge and spin: 490.1 kJ/mol
Maximum force: 8.98 eV/A
Structure (SMILES): C=C/C=C(\C=O)CCl
HOMO energy: -9.47 eV
Molar mass: 130.57 g mol⁻¹
E_LUMO: -1.16 eV

Positions of all 15 atoms, in Å:
Cl 3.57 0.17 -0.51
O -0.70 2.27 0.19
C 2.15 -0.24 0.43
C 0.48 1.55 -0.05
C -1.71 -0.77 0.04
C -2.41 0.00 -0.81
C -0.19 -0.87 -0.02
C 0.68 0.17 -0.12
H 1.63 2.02 0.08
H 0.04 -1.96 0.34
H -2.08 0.73 -1.68
H 2.22 0.12 1.51
H -3.51 -0.35 -0.80
H -2.37 -1.52 0.79
H 2.19 -1.34 0.61


# 4
Here is an isolated molecule of C7HBrF6O at a distorted geometry from the Open Molecules 2025 dataset. Energies are from ωB97M-V with the def2-TZVPD basis set.

Results
ΔE to the lowest compared entry with this formula, charge and spin: 133.3 kJ/mol
Maximum force: 3.03 eV/A
Structure (SMILES): O=C(F)\C(Br)=C(F)/C(F)=C(F)\C(F)=C/F
HOMO energy: -9.64 eV
Molar mass: 294.98 g mol⁻¹
E_LUMO: -1.24 eV

Positions of all 16 atoms, in Å:
Br -4.25 1.42 1.15
F -0.95 -0.45 0.01
F 2.27 -0.22 1.48
F 2.24 2.29 0.76
F -1.56 0.78 2.07
F -1.46 3.06 -1.18
F -0.05 3.76 0.93
O -3.50 3.64 -1.04
C -2.60 2.12 0.59
C -2.64 3.01 -0.57
C -1.42 1.78 1.16
C 0.24 -0.66 0.54
C -0.11 2.39 1.03
C 1.12 0.21 0.97
C 1.05 1.69 0.96
H 0.70 -1.69 0.48


# 5
Here is a cluster of 2 separate species, C5H14NO2 in total at a distorted geometry from the Open Molecules 2025 dataset. Energies are from ωB97M-V with the def2-TZVPD basis set.

Results
ΔE to the lowest compared entry with this formula, charge and spin: 383.3 kJ/mol
Total charge: +1
Maximum force: 5.88 eV/A
HOMO energy: -13.31 eV
Molar mass: 120.17 g mol⁻¹
E_LUMO: -2.90 eV

Positions of all 22 atoms, in Å:
O 2.21 1.12 -0.51
O -0.71 0.13 -1.40
N -0.08 1.67 0.40
C 2.01 -0.08 0.27
C -1.11 -0.28 -0.06
C -0.04 0.28 0.82
C -2.53 0.17 0.32
C 1.96 -1.44 -0.46
H 1.47 -1.28 -1.46
H 2.18 1.10 -1.44
H -0.64 2.33 0.91
H 2.97 -1.71 -0.82
H -1.22 -1.42 -0.03
H 0.81 2.15 0.34
H -1.11 -0.40 -2.07
H -0.40 1.49 -0.57
H -3.30 -0.52 -0.17
H -0.05 0.08 1.95
H -2.69 1.16 0.20
H -2.62 -0.19 1.38
H 2.46 -0.07 1.22
H 1.47 -2.11 0.24


# 6
Here is an isolated molecule of C4H5NO2 from the Open Molecules 2025 dataset. Energies are from ωB97M-V with the def2-TZVPD basis set.

Results
ΔE to the lowest compared entry with this formula, charge and spin: 119.0 kJ/mol
Maximum force: 0.55 eV/A
Structure (SMILES): O=C[C@H]1CN=CO1
HOMO energy: -9.94 eV
Molar mass: 99.09 g mol⁻¹
E_LUMO: 0.67 eV

Positions of all 12 atoms, in Å:
O -0.34 1.07 2.22
O 0.66 0.56 -1.11
N -0.98 -1.00 -0.97
C 0.06 1.24 1.10
C -0.42 -0.09 -1.64
C 0.68 0.13 0.26
C -0.20 -1.13 0.26
H -0.70 0.26 -2.63
H -0.02 2.22 0.58
H -0.84 -1.16 1.15
H 0.38 -2.06 0.22
H 1.72 -0.04 0.57


# 7
Here is a structure of composition C7H9N4O7P2SSn at a distorted geometry from the Open Molecules 2025 dataset. Energies are from ωB97M-V with the def2-TZVPD basis set.

Results
Total charge: +1
Maximum force: 2.88 eV/A
HOMO energy (spin up / spin down): -12.78 / -12.67 eV
Molar mass: 473.90 g mol⁻¹
E_LUMO (spin up / spin down): -7.33 / -7.44 eV

Positions of all 31 atoms, in Å:
Sn 0.53 0.42 -1.18
S 2.15 -1.62 -1.99
P 3.02 2.69 -1.15
P 1.41 2.23 1.09
O 2.32 4.05 -1.46
O 2.85 2.48 0.44
O 1.42 0.57 1.20
O 1.21 2.86 2.38
O 0.38 2.41 -0.01
O 2.23 1.53 -1.82
O 4.41 2.61 -1.56
N -1.65 0.17 0.45
N 1.27 -3.79 -3.24
N -0.70 -2.01 -1.01
N -0.25 -2.80 -1.89
C -2.08 -1.07 0.68
C -1.93 1.14 1.29
C 0.98 -2.82 -2.39
C -1.69 -2.14 -0.22
C -2.64 0.92 2.47
C -2.83 -1.37 1.82
C -3.09 -0.37 2.73
H 2.18 -3.84 -3.67
H -2.82 1.73 3.15
H 1.45 4.15 -1.07
H -2.23 -3.09 -0.16
H -3.62 -0.58 3.65
H 1.94 0.28 1.96
H -1.58 2.13 1.03
H -3.17 -2.38 1.99
H 0.55 -4.46 -3.50


# 8
Here is a structure of composition C11H17N3O4Tm at a distorted geometry from the Open Molecules 2025 dataset. Energies are from ωB97M-V with the def2-TZVPD basis set.

Results
Spin multiplicity: 3
Total charge: +3
Maximum force: 6.19 eV/A
HOMO energy (spin up / spin down): -17.70 / -17.70 eV
Molar mass: 424.21 g mol⁻¹
E_LUMO (spin up / spin down): -13.52 / -13.44 eV

Positions of all 36 atoms, in Å:
Tm 1.43 -0.41 -0.46
O 1.58 -2.25 2.59
O 0.62 1.06 -3.61
O 3.56 2.28 0.59
O 0.00 -3.34 -1.86
N -1.49 1.88 1.35
N -0.56 0.15 0.15
N -2.84 0.05 0.52
C -0.11 2.38 1.39
C -1.67 0.71 0.69
C 2.94 1.38 0.22
C -2.81 -1.22 -0.21
C 0.92 0.58 -2.60
C 0.56 -2.43 -1.44
C 5.59 -2.80 -1.83
C -4.16 0.45 1.00
C 5.42 -2.17 -3.01
C 1.57 -1.66 1.61
C -2.46 2.73 2.02
H -2.15 -1.93 0.30
H -4.50 1.39 0.55
H -2.43 -1.06 -1.23
H 0.29 2.56 0.38
H 5.19 -3.80 -1.65
H -4.21 0.48 2.10
H 5.85 -1.19 -3.21
H 0.56 1.66 1.90
H -0.09 3.32 1.95
H 4.88 -2.65 -3.84
H -2.47 3.73 1.57
H -2.20 2.84 3.08
H -3.83 -1.60 -0.25
H 6.16 -2.34 -1.02
H -3.44 2.29 1.94
H -0.86 -0.72 -0.33
H -4.83 -0.35 0.66


# 9
Here is a cluster of 2 separate species, C3H10BN in total at a distorted geometry from the Open Molecules 2025 dataset. Energies are from ωB97M-V with the def2-TZVPD basis set.

Results
Spin multiplicity: 3
ΔE to the lowest compared entry with this formula, charge and spin: 123.7 kJ/mol
Maximum force: 3.58 eV/A
HOMO energy (spin up / spin down): -4.96 / -9.72 eV
Molar mass: 70.93 g mol⁻¹
E_LUMO (spin up / spin down): 0.83 / -1.29 eV

Positions of all 15 atoms, in Å:
N -0.08 -0.36 -0.25
C 0.73 1.64 1.23
C -0.14 -1.83 -0.44
C -1.05 0.34 -1.18
B 0.69 0.24 0.69
H 2.05 -1.21 1.28
H 1.45 1.76 2.16
H 1.08 2.38 0.61
H 0.01 -1.97 -1.58
H -1.12 -2.16 -0.15
H 0.70 -2.33 0.20
H -1.94 -0.29 -1.06
H -0.69 0.38 -2.23
H -1.45 1.24 -0.78
H -0.24 2.03 1.54


# 10
Here is a structure of composition CH4I2O at a distorted geometry from the Open Molecules 2025 dataset. Energies are from ωB97M-V with the def2-TZVPD basis set.

Results
ΔE to the lowest compared entry with this formula, charge and spin: 0.0 kJ/mol
Maximum force: 1.65 eV/A
HOMO energy: -9.70 eV
Molar mass: 285.85 g mol⁻¹
E_LUMO: -0.66 eV

Positions of all 8 atoms, in Å:
I -1.85 0.68 -0.63
I 0.74 -2.00 -0.49
O 0.86 0.66 2.70
C -0.25 -0.38 -1.65
H 0.43 0.40 -2.05
H 0.81 1.34 1.99
H 0.01 0.18 2.65
H -0.74 -0.87 -2.52


# 11
Here is an isolated molecule of CH2N4O at a distorted geometry from the Open Molecules 2025 dataset. Energies are from ωB97M-V with the def2-TZVPD basis set.

Results
ΔE to the lowest compared entry with this formula, charge and spin: 149.6 kJ/mol
Maximum force: 4.39 eV/A
Structure (SMILES): Nc1nnno1
HOMO energy: -10.17 eV
Molar mass: 86.05 g mol⁻¹
E_LUMO: 0.47 eV

Positions of all 8 atoms, in Å:
O 1.21 0.14 -0.19
N 0.44 -1.64 -1.10
N -0.60 -1.07 -0.57
N 1.49 -1.12 -0.91
N -0.68 1.01 0.62
C -0.08 0.02 -0.07
H -1.68 1.04 0.84
H -0.10 1.63 1.39


# 12
Here is a structure of composition C40H37AsN4ReS4 at a distorted geometry from the Open Molecules 2025 dataset. Energies are from ωB97M-V with the def2-TZVPD basis set.

Results
Spin multiplicity: 4
Total charge: +2
Maximum force: 1.59 eV/A
HOMO energy (spin up / spin down): -11.98 / -11.98 eV
Molar mass: 963.16 g mol⁻¹
E_LUMO (spin up / spin down): -6.38 / -7.14 eV

Positions of all 87 atoms, in Å:
Re 0.08 -1.39 -0.38
As 1.46 -1.55 1.66
S -0.60 -2.49 -2.39
S 2.06 -0.85 -1.64
S 0.57 -3.68 -1.06
S -1.88 -2.34 0.61
N -1.37 0.60 -2.27
N -2.45 5.50 -2.01
N -0.33 5.67 -2.68
N -0.72 0.48 0.46
C -2.90 7.95 -1.80
C -0.94 9.30 -2.27
C -1.90 2.70 1.75
C -1.33 3.39 -2.41
C -0.34 1.25 -2.79
C -0.04 1.69 0.55
C 1.67 -3.42 3.85
C 2.89 -3.72 6.34
C -2.56 1.48 1.64
C 4.28 -4.78 -2.09
C -4.67 -4.32 -1.55
C 4.91 -3.57 -2.32
C 2.86 -2.39 -1.85
C -2.83 -0.79 0.79
C -0.78 6.95 -2.49
C -4.02 -3.66 -0.53
C 2.93 -4.81 -1.77
C -1.38 4.83 -2.39
C -2.42 1.32 -1.88
C -0.27 2.63 -2.89
C -2.45 2.70 -1.92
C 3.54 -4.16 5.19
C -2.18 -3.22 -2.01
C -2.29 9.18 -1.90
C 1.04 -2.98 5.01
C 1.64 -3.14 6.24
C 1.23 1.84 0.07
C -2.76 -3.11 -0.76
C 1.31 -0.24 3.09
C -4.08 -4.44 -2.80
C -0.16 8.19 -2.57
C -0.67 2.81 1.18
C 2.94 -4.00 3.95
C -1.97 0.43 0.97
C 3.40 -1.65 1.47
C 1.03 -3.28 2.51
C 2.23 -3.62 -1.65
C -2.84 -3.89 -3.04
C 4.21 -2.38 -2.22
C -2.13 6.81 -2.07
H -0.49 10.28 -2.32
H 4.68 -1.43 -2.39
H 1.79 1.04 -0.39
H -0.06 -3.36 2.58
H 1.13 -2.81 7.13
H -3.31 3.25 -1.57
H -0.12 3.74 1.21
H 0.59 5.41 -3.00
H -2.85 10.08 -1.70
H -3.95 7.86 -1.54
H -4.47 -3.56 0.45
H 2.42 -5.75 -1.60
H 3.77 -0.79 0.92
H 0.05 -2.55 4.94
H -3.55 1.36 2.05
H 0.88 8.29 -2.84
H -3.50 -0.92 1.64
H 0.47 0.63 -3.15
H -2.37 -3.97 -4.00
H 1.66 0.73 2.71
H 1.93 -0.55 3.93
H 1.71 2.80 0.13
H 4.51 -4.62 5.26
H -2.36 3.53 2.27
H 0.61 3.08 -3.34
H 5.96 -3.54 -2.58
H 4.83 -5.71 -2.15
H -5.64 -4.75 -1.35
H 3.43 -4.37 3.06
H 3.85 -1.67 2.47
H 3.69 -2.56 0.94
H 1.39 -4.06 1.82
H 0.28 -0.15 3.41
H -4.59 -4.98 -3.58
H 3.36 -3.85 7.30
H -3.29 0.77 -1.56
H -3.43 -0.69 -0.12


# 13
Here is a structure of composition C70H50BrN4O6P2STi from the Open Molecules 2025 dataset. Energies are from ωB97M-V with the def2-TZVPD basis set.

Results
ΔE to the lowest compared entry with this formula, charge and spin: 3.9 kJ/mol
Total charge: +1
Maximum force: 0.56 eV/A
HOMO energy: -9.93 eV
Molar mass: 1264.98 g mol⁻¹
E_LUMO: -3.25 eV

Positions of all 135 atoms, in Å:
Br -2.49 3.27 4.41
Ti -0.21 0.59 1.46
S 0.23 2.92 1.78
P -1.82 -1.63 2.79
P 0.79 -2.11 -0.23
O 0.56 -3.44 2.34
O -2.48 2.84 0.45
O -2.01 1.13 1.81
O 4.53 5.22 -9.70
O 0.71 0.33 2.96
O 1.98 -0.12 4.70
N 1.68 0.88 0.34
N -0.76 0.76 -0.65
N 3.15 2.74 -3.96
N 1.09 2.77 -4.76
C -5.22 2.04 1.53
C -1.15 -2.49 -2.14
C 0.99 2.26 -3.49
C 2.06 4.03 -7.27
C -2.75 2.16 1.41
C 0.49 -4.60 4.44
C 2.90 0.84 0.84
C -3.70 0.50 6.40
C 3.74 3.65 4.62
C -1.80 -0.18 5.10
C 4.29 3.76 -6.42
C 3.88 1.74 -1.15
C 0.14 -1.98 -1.94
C 0.11 -6.61 0.53
C 4.84 -2.27 -1.20
C 0.15 -5.72 1.59
C 2.62 -2.10 -0.26
C 1.52 1.34 -0.92
C 1.62 3.03 2.86
C 3.15 2.41 4.65
C 1.61 0.68 3.89
C 2.29 2.26 -3.02
C -6.46 2.59 3.50
C -3.07 -3.60 1.27
C 2.24 4.29 2.85
C 3.28 4.60 3.71
C -1.08 -1.84 -4.46
C 3.94 4.71 -8.60
C -4.81 -3.18 -0.35
C -1.75 -2.43 -3.39
C 5.40 -2.17 0.06
C -4.03 2.32 2.19
C -0.20 -4.93 5.59
C 2.56 4.58 -8.45
C 0.34 -6.17 -0.77
C -0.09 -3.72 3.54
C -6.43 2.15 2.18
C -4.07 2.77 3.50
C 2.10 2.08 3.78
C 3.19 -2.01 1.01
C -1.98 0.57 -1.13
C -3.92 -4.06 0.26
C 2.91 3.62 -6.25
C 0.55 -3.90 0.04
C 0.77 -1.34 -3.00
C -2.32 0.42 6.23
C -0.11 1.76 -2.74
C -5.29 2.91 4.16
C -2.65 -0.71 4.13
C 3.70 5.65 -10.77
C -4.55 -0.02 5.44
C -4.00 -1.40 1.05
C 0.18 1.31 -1.45
C 4.03 1.26 0.13
C -1.46 -4.38 5.82
C 0.40 -4.38 1.34
C 2.41 3.05 -5.00
C -1.42 1.58 -3.21
C -2.34 0.96 -2.41
C 0.56 -4.82 -1.01
C -1.99 -3.45 4.94
C 4.57 -2.05 1.17
C 0.17 -1.28 -4.25
C -1.30 -3.08 3.79
C 2.59 1.78 -1.70
C -3.10 -2.27 1.67
C -4.86 -1.86 0.05
C 4.80 4.30 -7.58
C -4.03 -0.63 4.31
C 3.46 -2.25 -1.37
H 3.10 4.82 -11.16
H -5.62 0.03 5.57
H 1.87 4.89 -9.22
H -5.30 3.27 5.18
H -0.08 -7.66 0.72
H 3.04 6.46 -10.45
H 5.47 -2.39 -2.07
H -2.93 -2.99 5.18
H -5.48 -3.54 -1.12
H 4.36 6.01 -11.54
H -2.01 -4.66 6.71
H 1.46 -5.02 4.22
H -1.54 -1.80 -5.44
H 3.48 1.65 5.34
H 0.72 -4.48 -2.02
H 5.86 4.42 -7.73
H -2.39 -4.30 1.74
H -4.11 0.97 7.29
H 0.33 2.95 -5.40
H 3.05 -2.39 -2.36
H 0.00 -6.08 2.60
H -0.73 -0.26 4.98
H -3.35 0.78 -2.76
H 4.99 -1.99 2.17
H 0.70 -0.80 -5.07
H -2.69 0.10 -0.46
H -1.69 -2.96 -1.32
H -2.74 -2.84 -3.53
H -4.04 -0.36 1.35
H -4.71 -1.07 3.58
H -5.19 1.74 0.49
H 5.00 1.20 0.60
H -7.41 2.69 4.02
H 4.55 3.89 5.30
H 2.56 -1.91 1.88
H -3.89 -5.10 -0.03
H 6.47 -2.20 0.18
H 1.74 -0.87 -2.87
H -7.35 1.93 1.66
H 0.98 3.95 -7.18
H 3.01 0.46 1.84
H 4.95 3.45 -5.63
H -5.56 -1.17 -0.40
H 4.72 2.09 -1.73
H 0.34 -6.87 -1.60
H 1.89 5.03 2.14
H -1.69 1.90 -4.21
H 3.73 5.58 3.67
H -1.65 0.83 6.98
H 0.23 -5.62 6.30


# 14
Here is an isolated molecule of C4H8N4S at a distorted geometry from the Open Molecules 2025 dataset. Energies are from ωB97M-V with the def2-TZVPD basis set.

Results
ΔE to the lowest compared entry with this formula, charge and spin: 357.6 kJ/mol
Maximum force: 4.16 eV/A
HOMO energy (spin up / spin down): -7.61 / -7.46 eV
Molar mass: 144.20 g mol⁻¹
E_LUMO (spin up / spin down): 0.28 / -0.80 eV

Positions of all 17 atoms, in Å:
S -1.29 -2.39 -0.28
N 0.18 -0.18 -0.28
N 0.08 0.29 0.88
N 0.24 -0.08 -2.96
N -0.43 -1.05 -2.37
C -0.98 -0.16 1.79
C -0.52 -1.11 -0.92
C 1.14 1.03 1.43
C 0.57 0.94 -2.37
H -1.46 0.69 2.28
H -0.50 -0.91 2.54
H 1.58 1.58 0.70
H -1.63 -0.80 1.17
H -0.37 -1.99 -2.84
H 0.88 1.83 -2.81
H 1.85 0.47 1.98
H 0.66 1.84 2.07